{
  "formula": "C4H14NOSi",
  "method": "the ωB97M-V functional and the def2-TZVPD basis",
  "total_charge": 1,
  "e_homo_ev": -14.0,
  "lumo_energy_ev": -4.20,
  "e_tot_ha": -579.96580,
  "orbital_gap_ev": 9.80,
  "de_lowest_kj_mol": 267.5,
  "elements": ["C", "C", "C", "C", "N", "O", "Si", "H", "H", "H", "H", "H", "H", "H", "H", "H", "H", "H", "H", "H", "H"],
  "xyz": [[2.686, 0.004, -0.265], [-3.786, -1.657, 0.372], [1.615, 1.059, -0.648], [0.255, 0.601, -0.797], [-0.166, -0.538, -0.380], [-2.960, -1.679, -0.930], [1.925, 2.134, 1.132], [3.692, 0.337, -0.411], [2.473, -0.280, 0.718], [2.681, -0.842, -0.928], [-3.147, -1.151, 1.025], [-3.933, -2.694, 0.693], [-4.744, -1.152, 0.281], [1.979, 1.831, -1.500], [-0.590, 1.222, -1.212], [-3.528, -2.104, -1.613], [-1.155, -0.694, -0.111], [0.391, -1.073, 0.245], [1.965, 1.083, 2.230], [0.981, 3.242, 1.166], [3.367, 2.352, 0.931]],
  "atomic_forces_ev_per_a": [[-0.83, 0.25, -2.20], [0.58, -1.41, -2.74], [1.50, 2.04, -0.74], [-0.48, 1.79, -0.45], [-1.64, -0.61, 1.83], [-2.04, -0.14, 1.32], [0.26, -1.36, -0.93], [0.49, 0.75, 0.44], [0.34, -0.95, 1.54], [-0.51, -0.71, -0.25], [0.73, 0.77, 1.26], [0.03, 0.32, 0.00], [0.10, 0.13, -0.30], [-1.15, -1.79, 1.97], [1.34, -0.34, 0.21], [0.68, 0.47, 0.69], [0.37, 0.09, -1.41], [1.14, -0.77, 0.04], [-0.70, 0.68, -0.49], [-0.03, 0.23, 0.28], [-0.19, 0.57, -0.08]],
  "nbo_charge": [-0.654, -0.249, -0.619, 0.272, -0.644, -0.788, 0.885, 0.262, 0.208, 0.241, 0.163, 0.194, 0.197, 0.301, 0.245, 0.490, 0.453, 0.407, -0.128, -0.121, -0.115]
}


{
  "formula": "C10H14CrF6NO4S3SiTe",
  "method": "the ωB97M-V functional and the def2-TZVPD basis",
  "total_charge": -1,
  "multiplicity": 5,
  "s_squared": 6.06,
  "e_homo_ev": [-4.3, -4.5],
  "lumo_energy_ev": [2.64, 2.64],
  "e_tot_ha": -4140.95171,
  "orbital_gap_ev": [6.93, 7.12],
  "de_lowest_kj_mol": 22.7,
  "elements": ["Cr", "F", "C", "F", "F", "S", "O", "O", "N", "S", "O", "O", "C", "F", "F", "F", "Te", "C", "C", "C", "C", "S", "H", "H", "H", "C", "Si", "C", "C", "C", "H", "H", "H", "H", "H", "H", "H", "H", "H", "H", "H"],
  "xyz": [[-0.066, 0.284, 0.597], [-4.741, -2.187, 0.368], [-3.461, -2.507, 0.208], [-3.325, -3.820, 0.403], [-3.129, -2.254, -1.067], [-2.333, -1.566, 1.365], [-1.115, -1.555, 0.535], [-2.438, -2.371, 2.533], [-3.132, -0.214, 1.404], [-3.091, 1.194, 0.715], [-1.863, 1.944, 0.899], [-4.335, 1.864, 0.912], [-3.041, 0.938, -1.119], [-1.872, 0.354, -1.470], [-3.069, 2.139, -1.697], [-4.037, 0.212, -1.603], [-0.535, 0.252, 3.183], [1.202, 0.256, 4.390], [1.819, 1.343, 4.941], [2.883, 1.010, 5.828], [3.061, -0.335, 5.943], [1.938, -1.189, 4.967], [1.512, 2.352, 4.699], [3.479, 1.742, 6.356], [3.778, -0.868, 6.548], [4.080, 0.861, -1.631], [2.507, 0.329, -0.724], [3.058, -0.896, 0.603], [1.491, -0.636, -2.005], [1.446, 1.624, 0.049], [4.634, -0.001, -2.014], [4.742, 1.418, -0.963], [3.841, 1.511, -2.478], [3.836, -1.573, 0.238], [2.217, -1.505, 0.952], [3.450, -0.366, 1.475], [2.017, -1.532, -2.342], [1.277, -0.018, -2.881], [0.526, -0.968, -1.596], [1.096, 2.374, -0.671], [1.993, 2.148, 0.838]],
  "atomic_forces_ev_per_a": [[0.51, 0.20, -0.15], [-0.06, -0.02, 0.14], [0.31, -0.05, -0.32], [0.00, -0.04, 0.06], [-0.07, -0.03, 0.01], [-1.64, -0.80, -1.51], [-0.10, 0.32, 0.48], [0.28, 0.36, 0.18], [0.29, -0.05, 0.24], [-0.08, 0.28, -0.33], [-0.37, -0.55, -0.18], [0.03, -0.09, 0.20], [0.24, 0.17, -0.02], [-0.08, -0.06, -0.04], [-0.07, -0.03, -0.04], [-0.06, -0.01, 0.10], [0.69, 0.61, 1.48], [-0.02, -0.16, -0.16], [0.04, 0.06, -0.07], [-0.04, 0.03, -0.03], [-0.01, -0.10, -0.02], [-0.04, 0.07, -0.01], [0.02, -0.01, 0.07], [0.00, -0.02, 0.00], [0.02, 0.05, -0.02], [-0.03, 0.13, -0.04], [0.46, 0.03, -0.04], [-0.08, 0.02, 0.00], [-0.12, 0.11, 0.16], [0.24, -0.16, -0.25], [-0.03, 0.00, 0.02], [-0.02, -0.02, -0.02], [0.02, -0.01, 0.03], [-0.04, 0.00, -0.02], [0.06, -0.01, 0.05], [-0.02, -0.01, -0.01], [-0.01, 0.00, 0.04], [-0.03, 0.00, 0.03], [0.01, -0.09, -0.12], [-0.08, -0.04, 0.00], [-0.11, -0.07, 0.11]],
  "mulliken_spin": [4.082, 0.000, 0.006, 0.000, 0.000, 0.000, -0.002, 0.001, -0.005, 0.040, -0.001, -0.008, -0.008, 0.013, 0.000, -0.001, -0.036, 0.011, -0.009, 0.005, -0.005, -0.001, 0.001, 0.000, 0.000, -0.005, -0.028, 0.041, 0.032, -0.123, 0.000, 0.000, -0.001, 0.007, -0.011, -0.006, 0.002, -0.001, -0.015, 0.011, 0.018]
}


> Which formula does entry 2 have?

C10H14CrF6NO4S3SiTe